No. 1
This record from the Open Molecules 2025 dataset describes a structure of composition C17H33Li2O7. The level of theory is wB97M-V/def2-TZVPD.

Last column: Mulliken charge in e.
Geometry (Å):
Li 1.012 2.554 3.874  0.912
Li 2.217 3.320 1.212  0.859
O -0.750 0.433 0.640  -0.401
C 0.089 1.236 1.271  0.816
O 1.027 1.681 0.628  -0.791
O -0.014 1.497 2.455  -0.642
H -0.233 0.254 -0.150  0.163
C -4.123 1.942 3.178  -0.611
C -5.377 2.109 4.058  -0.580
C -4.869 2.468 5.470  -0.377
O -3.525 1.967 5.424  -0.465
C -2.914 1.729 4.163  0.004
H -3.978 2.833 2.566  0.274
H -4.365 1.307 2.326  0.363
H -5.899 1.154 3.997  0.241
H -6.173 2.813 3.816  0.369
H -5.500 1.996 6.223  0.280
H -4.878 3.546 5.631  0.278
H -2.508 0.718 4.133  0.213
H -2.101 2.421 3.940  0.014
C 5.132 0.413 0.814  -0.673
C 5.109 0.554 -0.731  -0.460
C 3.958 1.503 -0.935  -0.163
O 3.938 2.366 0.247  -0.445
C 4.486 1.639 1.390  -0.228
H 6.129 0.281 1.234  0.396
H 4.489 -0.427 1.078  0.227
H 4.858 -0.419 -1.152  0.137
H 6.111 0.883 -1.006  0.325
H 3.082 0.858 -0.869  -0.024
H 3.967 2.038 -1.885  0.414
H 3.739 1.453 2.161  0.247
H 5.262 2.266 1.828  0.292
C 1.397 -2.740 -2.086  0.225
C 2.884 -2.962 -2.469  -0.477
C 2.843 -4.368 -3.043  -0.513
O 1.976 -4.968 -2.112  -0.424
C 1.074 -4.045 -1.513  -0.538
H 0.772 -2.604 -2.969  0.129
H 1.333 -1.993 -1.295  -0.114
H 3.493 -2.950 -1.566  0.272
H 3.228 -2.342 -3.297  0.324
H 3.783 -4.919 -3.037  0.307
H 2.405 -4.536 -4.027  0.260
H 1.273 -4.024 -0.442  0.307
H 0.058 -4.385 -1.713  0.247
C -1.579 -0.014 -3.205  -0.521
C -2.174 -1.257 -2.442  -0.321
C -3.657 -1.180 -2.871  -0.392
O -3.928 0.186 -3.171  -0.039
C -2.809 1.013 -3.012  -0.287
H -1.534 -0.035 -4.294  0.352
H -0.644 0.324 -2.758  0.385
H -1.875 -1.300 -1.395  0.297
H -1.850 -2.223 -2.830  0.241
H -4.226 -1.474 -1.989  0.327
H -3.774 -1.833 -3.736  0.349
H -2.886 1.442 -2.013  0.302
H -2.981 1.799 -3.748  0.338

Its HOMO-LUMO gap (alpha / beta) is 6.233 / 2.467 eV. Its expectation value of S² is 0.754. Its multiplicity is 2. For the LUMO energy (alpha / beta), the calculation gives -7.1 / -10.9 eV. Its total charge is +2. The largest force on an atom comes out at 4.31 eV/Å.

No. 2
This record from the Open Molecules 2025 dataset describes a structure of composition C17H33N5OP2Rh. The level of theory is wB97M-V/def2-TZVPD.

Last column: Mulliken charge in e.
Geometry (Å):
C -0.279 2.474 -1.767  -0.857
C -0.034 1.234 -2.601  0.472
N -0.175 0.032 -1.993  0.262
C -0.196 -1.113 -2.664  0.508
C 0.024 -1.100 -4.005  -0.725
C 0.300 0.083 -4.678  -0.526
C 0.215 1.301 -3.980  -0.748
C -0.211 -2.585 -2.057  -1.373
P -0.154 -2.017 -0.211  1.572
H 0.310 2.298 -4.482  0.413
H 0.036 -2.065 -4.481  0.538
H 0.560 0.069 -5.765  0.397
C 1.681 2.597 -0.321  -1.082
C -0.498 3.184 0.548  -1.060
H 0.752 -3.120 -2.345  0.474
H -1.372 2.611 -1.692  0.335
H 0.167 3.397 -2.217  0.367
C 1.440 -2.900 -0.126  -1.775
C -1.283 -3.145 0.610  -1.258
H 1.616 -3.179 0.905  0.433
H 1.324 -3.786 -0.751  0.537
H 2.218 -2.259 -0.544  0.357
H -1.375 -2.934 1.678  0.289
H -2.246 -3.008 0.107  0.356
H -0.884 -4.153 0.459  0.454
H -0.390 4.235 0.234  0.401
H -1.550 2.887 0.551  0.303
H -0.086 3.073 1.565  0.249
H 1.853 3.600 -0.728  0.364
H 2.020 2.562 0.720  0.265
H 2.238 1.859 -0.903  0.287
Rh -0.232 0.169 0.127  -0.863
H 1.280 0.004 0.594  -0.092
O -3.994 -0.321 -0.890  -0.320
H -0.884 -3.463 -2.377  0.489
H -3.947 -0.948 -1.655  0.325
N 0.232 2.286 -0.375  0.474
C 1.229 -0.043 5.337  -0.840
N 1.025 1.272 4.696  0.193
C -0.360 1.729 4.976  -0.840
N -1.388 0.765 4.498  0.386
C -1.136 -0.555 5.121  -0.835
N 0.240 -1.038 4.881  0.164
C 0.462 -1.404 3.479  -0.938
P 0.174 0.084 2.349  2.129
C 1.321 1.265 3.270  -1.125
C -1.454 0.684 3.052  -1.163
H 1.119 0.098 6.421  0.336
H 2.237 -0.407 5.098  0.398
H -0.520 2.700 4.486  0.399
H -0.466 1.824 6.072  0.313
H -1.852 -1.278 4.705  0.404
H -1.289 -0.442 6.204  0.324
H 1.509 -1.736 3.366  0.398
H -0.193 -2.247 3.203  0.398
H 1.225 2.291 2.880  0.454
H 2.362 0.937 3.112  0.389
H -2.229 -0.033 2.741  0.407
H -1.707 1.669 2.638  0.407

Its energy above the lowest of the compared OMol25 structures with the same formula, charge and spin is 35.8 kcal per mole. Its HOMO-LUMO gap (alpha / beta) is 6.770 / 5.465 eV. Its expectation value of S² is 8.768. Its multiplicity is 6. For the LUMO energy (alpha / beta), the calculation gives -4.9 / -9.4 eV. Its total charge is +2. The largest force on an atom comes out at 5.28 eV/Å.

No. 3
This record from the Open Molecules 2025 dataset describes a structure of composition C17H33N7O11P2Sn. The level of theory is wB97M-V/def2-TZVPD.

Last column: Mulliken charge in e.
Geometry (Å):
Sn -1.349 -0.463 -0.031  1.737
N -3.532 -1.931 1.037  -0.372
N -4.652 -1.268 0.433  -0.186
C -4.362 -0.103 -0.270  0.352
O -5.104 0.255 -1.169  -0.673
O -3.262 0.471 0.151  -0.731
H -3.789 -2.877 1.269  0.236
H -3.300 -1.433 1.884  0.272
H -5.327 -1.851 -0.029  0.263
N -0.944 1.980 0.633  -0.573
C -0.023 2.223 1.762  0.277
C -0.785 2.762 2.981  -0.981
C 0.044 3.022 4.242  -1.351
C 1.161 4.051 4.091  -0.899
N 2.335 3.446 3.460  0.140
C 3.470 4.077 3.250  0.784
N 4.470 3.441 2.624  -0.347
N 3.631 5.351 3.615  -0.363
C 0.654 0.898 2.155  0.570
O 1.885 0.929 2.471  -1.180
O -0.053 -0.132 2.131  -0.670
H -0.799 2.644 -0.116  0.253
H -1.918 2.076 0.919  0.302
H 0.758 2.914 1.448  0.476
H -1.548 2.019 3.230  0.448
H -1.299 3.683 2.692  0.491
H 0.474 2.088 4.615  0.358
H -0.637 3.388 5.008  0.470
H 1.432 4.420 5.083  0.723
H 0.812 4.897 3.490  0.478
H 2.251 2.471 3.136  0.140
H 4.362 2.479 2.352  0.165
H 5.360 3.880 2.478  0.189
H 2.924 5.825 4.149  0.196
H 4.518 5.812 3.510  0.207
N 0.190 -5.464 0.832  -0.260
C 1.403 -4.560 0.580  0.611
C 2.717 -5.187 0.984  -1.547
P 0.886 -2.936 1.598  0.407
O 2.799 -1.318 1.660  -0.568
O -0.585 -2.828 1.315  -0.433
O 1.676 -1.746 0.859  0.012
P 1.201 -4.180 -1.301  0.261
O 3.544 -3.281 -1.387  -0.326
O -0.193 -3.738 -1.528  -0.383
O 2.177 -2.966 -1.713  -0.036
H 0.222 -5.898 1.755  0.374
H 0.071 -6.194 0.128  0.377
H -0.616 -4.803 0.802  0.272
H 2.714 -5.453 2.044  0.455
H 3.529 -4.480 0.818  0.376
H 2.933 -6.086 0.403  0.421
H 2.417 -0.507 2.084  0.452
H 3.998 -2.523 -1.784  0.324
C -3.231 -1.103 -3.235  -1.122
C -1.981 -0.302 -3.428  0.853
O -1.303 -0.006 -2.435  -0.603
C -1.564 0.164 -4.765  0.600
C -0.406 0.943 -4.867  -0.392
C 0.019 1.415 -6.094  -0.569
C -0.713 1.121 -7.240  -0.373
C -1.860 0.346 -7.151  -0.852
C -2.287 -0.128 -5.921  -0.285
H -3.059 -1.830 -2.440  0.161
H -3.586 -1.599 -4.132  0.462
H -4.013 -0.418 -2.882  0.332
H 0.146 1.171 -3.966  0.352
H 0.914 2.022 -6.161  0.393
H -0.395 1.508 -8.200  0.403
H -2.429 0.115 -8.042  0.403
H -3.193 -0.718 -5.874  0.249

Its energy above the lowest of the compared OMol25 structures with the same formula, charge and spin is 22.7 kcal per mole. Its HOMO-LUMO gap (alpha / beta) is 4.895 / 5.138 eV. For the LUMO energy (alpha / beta), the calculation gives -7.7 / -7.5 eV. Its total charge is +2. The largest force on an atom comes out at 1.09 eV/Å.

No. 4
This record from the Open Molecules 2025 dataset describes a structure of composition C17H34AlBrClN2O11P2S. The level of theory is wB97M-V/def2-TZVPD.

Last column: Mulliken charge in e.
Geometry (Å):
C 3.604 1.680 3.956  -0.984
C 2.794 1.448 2.641  -0.146
N 1.399 1.915 2.748  0.219
C 1.136 3.091 2.174  -0.393
C -0.127 3.655 2.219  -1.063
C -1.156 3.002 2.909  0.906
C -2.544 3.617 2.962  -1.346
C -0.835 1.745 3.527  0.540
C -1.981 1.064 4.296  -1.368
C -3.033 0.398 3.332  0.103
C -2.570 0.211 1.873  -0.817
O -4.279 1.095 3.280  -0.538
C 0.465 1.187 3.420  0.798
P 0.726 -0.457 4.249  0.777
O 0.565 -0.172 5.838  -0.636
O 2.195 -1.127 4.073  -0.514
S -0.553 -1.805 3.716  -0.312
H 3.621 0.794 4.605  0.315
H 3.174 2.520 4.531  0.198
H 4.653 1.925 3.720  0.396
H 2.881 0.422 2.281  -0.466
H 3.301 2.061 1.881  0.696
H 1.942 3.601 1.645  0.459
H -0.283 4.618 1.727  0.445
H -2.921 3.722 3.990  0.312
H -2.457 4.624 2.515  0.448
H -3.259 3.063 2.331  0.266
H -2.516 1.883 4.814  0.498
H -1.597 0.396 5.073  0.338
H -3.259 -0.608 3.735  0.316
H -2.741 1.113 1.264  0.304
H -3.203 -0.572 1.423  0.111
H -1.533 -0.128 1.762  0.233
H -4.470 1.518 4.126  0.373
H 1.336 -0.594 6.261  0.371
H 2.259 -1.546 3.186  0.249
C -5.592 -1.222 -0.778  -0.725
N -4.922 0.015 -1.266  0.863
O -4.894 0.203 -2.462  -0.523
O -4.448 0.750 -0.422  -0.510
H -5.963 -1.775 -1.633  0.319
H -4.852 -1.801 -0.232  0.263
H -6.408 -0.916 -0.129  0.290
Cl 1.171 1.736 7.210  -0.256
Al 2.254 3.729 7.900  0.357
C 2.462 -1.213 -1.634  -1.000
C 2.891 -0.363 -0.453  0.640
O 3.067 -1.007 0.712  -0.480
O 3.036 0.815 -0.627  -0.450
H 2.360 -2.260 -1.353  0.338
H 1.504 -0.861 -2.013  0.290
H 3.203 -1.136 -2.428  0.316
C 1.640 0.126 -7.300  -0.615
O 0.623 -0.870 -7.352  -0.456
P 0.729 -2.107 -6.232  1.119
O 1.131 -1.321 -5.031  -0.554
O 2.020 -2.748 -7.024  -0.330
C 1.863 -3.102 -8.408  -0.765
O 0.487 -3.554 -5.415  -0.315
C 0.149 -4.730 -6.178  -0.638
H 1.651 0.625 -8.269  0.256
H 1.406 0.859 -6.530  0.239
H 2.620 -0.313 -7.117  0.323
H 2.369 -2.362 -9.029  0.261
H 0.814 -3.153 -8.700  0.380
H 2.322 -4.076 -8.571  0.275
H 1.061 -5.206 -6.541  0.243
H -0.501 -4.485 -7.016  0.319
H -0.372 -5.423 -5.521  0.259
Br 4.386 -2.216 1.756  0.179

Its HOMO-LUMO gap is 5.476 eV. For the LUMO energy, the calculation gives -5.7 eV. Its total charge is +1. The largest force on an atom comes out at 7.89 eV/Å.